No. 1
Formula: C36H32N2OsPS2
Source: the OMol25 dataset
Level of theory: ωB97M-V/def2-TZVPD

Properties
F_max, eV/A: 0.7
E_tot, eV: -74232.336
Total charge: +3
HOMO-LUMO gap, eV: 5.8
LUMO level, eV: -10.390

XYZ file:
```
74
Properties=species:S:1:pos:R:3:lowdin_charge:R:1
Os 0.15900 -0.37171 0.97901 0.81
C -0.25692 -2.63878 4.60368 0.03
C -1.45740 -2.22782 4.02269 -0.01
C -1.55366 -2.12738 2.65074 -0.09
C -0.42734 -2.42763 1.83914 -0.48
C 0.78525 -2.84523 2.45265 -0.05
C 0.86130 -2.94094 3.82613 -0.01
P -0.56188 -2.29799 0.04574 0.99
C -2.10726 -2.79925 -0.62646 -0.36
C -2.79273 -3.87502 -0.04789 -0.06
C -3.96639 -4.31459 -0.63449 -0.03
C -4.44608 -3.69072 -1.78026 -0.01
C -3.76007 -2.62497 -2.35478 -0.04
C -2.58270 -2.17565 -1.78639 -0.08
C 1.01861 -2.48062 -0.71673 -0.35
C 1.75441 -3.38055 -1.47115 -0.01
C 3.03512 -2.98160 -1.82569 -0.01
C 3.53282 -1.73388 -1.44573 -0.01
C 2.77465 -0.82658 -0.71170 -0.08
C 1.49179 -1.21436 -0.33528 -0.36
H -0.19437 -2.73077 5.68072 0.14
H -2.31158 -2.00258 4.64635 0.13
H -2.48588 -1.82959 2.18488 0.11
H 1.63911 -3.10355 1.83772 0.12
H 1.77750 -3.27032 4.29663 0.14
H -2.41153 -4.36647 0.83865 0.12
H -4.50385 -5.14808 -0.20378 0.13
H -5.36151 -4.04389 -2.23605 0.13
H -4.14200 -2.15581 -3.25095 0.12
H -2.03225 -1.35978 -2.24120 0.11
H 1.36082 -4.34407 -1.76602 0.13
H 3.65727 -3.64531 -2.41089 0.13
H 4.53689 -1.45882 -1.74179 0.13
H 3.19684 0.13785 -0.46373 0.08
S 1.24016 1.67365 0.69010 0.81
C 0.00678 2.82974 0.91094 -0.57
N 0.25814 4.04947 1.27847 -0.05
C -0.86744 4.96406 1.53526 -0.06
C -1.94153 4.75826 0.50147 -0.05
N -2.30428 3.32782 0.42831 -0.03
C -3.68725 3.03163 -0.06490 -0.07
C -3.80702 3.42741 -1.51092 -0.23
C -3.42303 2.53632 -2.51049 -0.04
C -3.50123 2.91254 -3.84189 -0.05
C -3.96536 4.17733 -4.18002 -0.04
C -4.36367 5.06247 -3.18797 -0.04
C -4.28629 4.68818 -1.85480 -0.04
C -1.39799 2.42393 0.61660 -0.54
S -1.74280 0.73008 0.47800 0.75
C 1.64007 4.49583 1.58114 -0.08
C 2.19313 3.87502 2.84391 -0.26
C 3.53972 3.53110 2.87645 -0.04
C 4.10040 3.02413 4.03914 -0.05
C 3.31449 2.84499 5.16910 -0.05
C 1.96743 3.17929 5.13647 -0.06
C 1.40821 3.69793 3.97762 -0.04
H -0.49777 5.98545 1.49607 0.15
H -1.24350 4.77435 2.54372 0.15
H -1.63453 5.07804 -0.49661 0.16
H -2.83438 5.31443 0.77904 0.15
H -4.36186 3.60229 0.57261 0.15
H -3.87556 1.97357 0.09530 0.09
H -3.08498 1.53973 -2.24751 0.09
H -3.21658 2.21738 -4.62009 0.12
H -4.03380 4.46720 -5.21963 0.12
H -4.75050 6.03681 -3.45311 0.12
H -4.63572 5.37043 -1.08761 0.12
H 1.60505 5.58310 1.63570 0.15
H 2.26080 4.22695 0.72421 0.13
H 4.15901 3.67640 1.99858 0.12
H 5.15321 2.77797 4.06469 0.12
H 3.75447 2.46046 6.07910 0.12
H 1.35784 3.06271 6.02240 0.12
H 0.36278 3.98768 3.98792 0.10
```

No. 2
Formula: C36H33BN13O7W
Source: the OMol25 dataset
Level of theory: ωB97M-V/def2-TZVPD

Properties
F_max, eV/A: 1.6
E_tot, eV: -74059.649
Relative energy (zero: lowest compared OMol25 entry of this formula, charge and spin), kJ/mol: 0.0
Total charge: +2
Multiplicity: 2
HOMO-LUMO gap (spin up / spin down), eV: 7.9 / 7.0
LUMO level (spin up / spin down), eV: -5.661 / -6.581

XYZ file:
```
91
Properties=species:S:1:pos:R:3:lowdin_charge:R:1
W -0.36512 1.00239 0.13245 1.96
C 0.10822 5.30825 0.51173 0.01
C -0.24978 4.14286 -0.14615 -0.09
N 0.21687 3.08049 0.52171 -0.09
N 0.87606 3.54384 1.60863 0.05
C 0.81460 4.88069 1.62173 -0.02
B 1.61974 2.54117 2.53215 -0.63
N 0.52322 1.64017 3.15836 0.06
C 0.16289 1.42466 4.43191 -0.01
C -0.95454 0.61075 4.45049 -0.01
C -1.23650 0.36349 3.12287 -0.11
N -0.34556 0.98716 2.32801 -0.06
N 2.42898 1.64728 1.56769 0.05
C 3.75204 1.49377 1.43982 -0.01
C 3.99782 0.71165 0.32605 0.00
C 2.74173 0.42702 -0.18809 -0.09
N 1.79854 0.98519 0.58198 -0.09
N 2.54951 3.26883 3.45694 -0.02
C 3.46149 4.21409 3.09083 -0.11
C 4.25147 4.49446 4.17317 -0.04
C 3.76464 3.64384 5.18130 -0.13
N 2.75953 2.90918 4.75440 0.08
H -0.11267 6.31973 0.22669 0.12
H -0.82648 4.02130 -1.04652 0.13
H 1.28260 5.43784 2.41486 0.14
H 0.74559 1.86207 5.21817 0.12
H -1.48914 0.25657 5.31230 0.11
H -2.02797 -0.23140 2.70658 0.11
H 4.42250 1.93265 2.15829 0.14
H 4.95156 0.39450 -0.05249 0.11
H 2.47668 -0.15549 -1.05319 0.12
H 3.48370 4.61382 2.09040 0.13
H 5.05747 5.20256 4.23059 0.11
H 4.10452 3.54630 6.19914 0.11
O -1.99655 2.15694 0.13707 -0.25
N -3.19986 1.64573 0.03103 0.13
N -3.17273 0.40002 0.24279 -0.12
O -2.00568 -0.16241 0.55745 -0.24
C -4.36543 -0.45437 0.19458 -0.15
C -4.18748 -1.81306 0.37120 -0.01
C -5.31733 -2.62130 0.32020 -0.05
C -6.56604 -2.05880 0.09713 -0.04
C -6.70280 -0.68598 -0.07627 -0.04
C -5.59257 0.14221 -0.02514 0.00
H -3.20738 -2.23138 0.53518 0.11
H -5.21236 -3.68832 0.45489 0.12
H -7.44218 -2.69026 0.06025 0.12
H -7.67592 -0.24944 -0.24898 0.12
H -5.69007 1.21020 -0.15373 0.12
O -1.24876 0.49206 -1.74900 -0.07
C -0.35017 1.12556 -2.39433 -0.49
O 0.53392 1.64410 -1.62869 -0.08
C -0.31591 1.24365 -3.86047 -0.13
C 0.71150 1.97552 -4.45523 0.03
C 0.74307 2.08455 -5.83759 0.04
C -0.25654 1.45062 -6.55148 -0.10
C -1.28677 0.72076 -5.98799 0.03
C -1.31632 0.61798 -4.60560 0.02
N -0.22411 1.56464 -8.05292 -0.34
O -1.05736 0.93119 -8.65960 0.11
O 0.69213 2.19570 -8.52588 0.11
H 1.47113 2.45080 -3.85081 0.13
H 1.50928 2.63997 -6.35640 0.13
H -2.03281 0.26388 -6.61969 0.13
H -2.10846 0.07082 -4.11353 0.13
C 0.75738 -5.53699 -0.68755 0.05
N 0.60577 -4.13228 -1.05328 -0.03
N 0.56210 -3.13215 -0.12044 0.08
C 0.26949 -1.96736 -0.74874 -0.32
O 0.29405 -0.89202 -0.02566 -0.19
C 0.09818 -2.24612 -2.10767 0.09
C 0.31548 -3.60971 -2.25122 -0.22
C 0.24191 -4.45664 -3.47213 0.01
C 0.99059 -3.29472 1.23682 -0.20
C 0.11048 -2.95524 2.25022 -0.01
C 0.53138 -3.06675 3.56625 -0.05
C 1.80919 -3.53078 3.84906 -0.05
C 2.67711 -3.87302 2.82061 -0.04
C 2.27453 -3.74405 1.49990 -0.01
H 0.46576 -5.66070 0.35187 0.11
H 1.78759 -5.86061 -0.82218 0.11
H 0.09337 -6.12316 -1.31789 0.10
H -0.14710 -1.56267 -2.89744 0.11
H 0.11197 -3.82558 -4.34741 0.09
H -0.60288 -5.14440 -3.42030 0.10
H 1.15092 -5.04290 -3.60171 0.10
H -0.88582 -2.60545 2.00853 0.11
H -0.14056 -2.79974 4.36969 0.11
H 2.13045 -3.62666 4.87667 0.12
H 3.67286 -4.22723 3.04410 0.12
H 2.95215 -3.97627 0.68869 0.13
```

No. 3
Formula: C36H33Br2ClF3O10P3
Source: the OMol25 dataset
Level of theory: ωB97M-V/def2-TZVPD

Properties
F_max, eV/A: 2.1
E_tot, eV: -246969.861
HOMO-LUMO gap, eV: 6.9
SMILES: CCOC(=O)CCCc1c(Br)c2c(c(Cl)c1P(O)Br)C(=O)c1c(c(P(C)C)c(CC(=O)F)c(O)c1P(=O)(O)O)C2=O.Fc1ccccc1.Fc1ccccc1
LUMO level, eV: -1.203

XYZ file:
```
88
Properties=species:S:1:pos:R:3:lowdin_charge:R:1
C 3.50925 4.30625 0.86781 -0.05
C 3.32863 3.51972 -0.44808 -0.23
O 4.23406 2.39520 -0.41154 -0.04
C 4.16923 1.77193 -1.65908 -0.47
O 5.09987 1.87947 -2.40951 0.15
C 2.88761 1.01677 -2.01463 -0.12
C 3.24554 -0.42481 -2.46628 -0.22
C 2.54076 -1.54756 -1.66185 -0.14
C 1.06665 -1.37894 -1.29956 -0.21
C 0.10505 -0.79607 -2.12439 -0.43
Br 0.52362 -0.20579 -3.92192 0.94
C -1.21483 -0.61335 -1.75266 -0.12
C -1.63428 -1.01893 -0.50397 -0.11
C -0.71576 -1.63643 0.31381 -0.56
Cl -1.31359 -2.11685 1.89150 0.72
C 0.60467 -1.85027 -0.04785 -0.35
P 1.59928 -2.75358 1.24276 0.59
O 3.02986 -3.29738 0.60814 -0.41
Br 0.60786 -4.75333 1.61947 0.28
C -3.08487 -0.75889 -0.11341 -0.28
O -3.77294 -1.56032 0.45859 0.12
C -3.59860 0.61203 -0.56560 -0.06
C -3.17403 1.03547 -1.81177 -0.07
C -3.54426 2.30795 -2.30881 -0.22
P -2.87070 2.78278 -3.95521 0.98
C -1.09408 3.22087 -3.69348 -0.27
C -3.79817 4.13088 -4.80770 -0.29
C -4.35115 3.06992 -1.47368 -0.15
C -4.76797 4.47314 -1.86825 -0.04
C -6.06229 4.41968 -2.66454 -0.45
O -6.70002 3.42169 -2.84966 0.16
F -6.52295 5.58564 -3.18603 0.10
C -4.79901 2.61483 -0.23713 -0.25
O -5.59289 3.44783 0.50446 0.04
C -4.44057 1.37141 0.25346 -0.06
P -5.02081 0.77113 1.89407 0.50
O -5.82290 -0.43309 1.78654 -0.23
O -3.72868 0.57384 2.85970 -0.12
O -5.93805 1.89561 2.61202 -0.12
C -2.29206 0.05304 -2.60835 -0.32
O -2.48383 -0.19103 -3.76933 0.07
H 2.55954 4.39571 1.40358 0.07
H 4.20625 3.75817 1.50802 0.08
H 3.92320 5.29273 0.64360 0.07
H 2.27852 3.20622 -0.54736 0.11
H 3.57118 4.13139 -1.32937 0.13
H 2.49731 1.53700 -2.89855 0.10
H 2.13519 1.07305 -1.22291 0.11
H 4.32088 -0.55697 -2.28265 0.12
H 3.13370 -0.58631 -3.53859 0.07
H 3.07312 -1.50350 -0.70654 0.08
H 2.74162 -2.55174 -2.05184 0.13
H 3.66159 -2.58812 0.79130 0.05
H -0.63610 3.67723 -4.57437 0.05
H -0.93121 3.80432 -2.77524 0.04
H -0.57509 2.26845 -3.52583 -0.04
H -4.87458 3.95927 -4.88419 0.04
H -3.40668 4.17660 -5.83205 0.04
H -3.63821 5.14045 -4.39667 0.03
H -4.98333 5.08142 -0.97911 0.14
H -3.95619 4.97776 -2.39431 0.11
H -6.46836 3.49743 0.09902 0.13
H -3.25620 1.41670 2.93740 0.09
H -5.55837 2.17664 3.45344 0.08
F 1.52451 0.22038 6.48499 0.05
C 0.32625 -0.39020 6.40033 -0.29
C 0.14821 -1.39952 5.47513 -0.02
C -1.08512 -2.02957 5.39321 -0.10
C -2.12445 -1.63763 6.22623 -0.09
C -1.92909 -0.61772 7.14780 -0.09
C -0.69404 0.00880 7.24128 -0.02
H 0.96757 -1.68624 4.82768 0.11
H -1.23563 -2.82714 4.67768 0.08
H -3.08671 -2.12792 6.15621 0.10
H -2.73955 -0.30899 7.79503 0.10
H -0.51973 0.79999 7.95896 0.12
F 5.91351 -5.91143 -2.84876 0.06
C 5.97479 -6.25345 -1.54722 -0.29
C 4.94890 -5.87809 -0.70309 -0.02
C 5.00923 -6.23396 0.63608 -0.08
C 6.09812 -6.95055 1.11543 -0.10
C 7.12414 -7.31622 0.25379 -0.09
C 7.06202 -6.97100 -1.08892 -0.02
H 4.11213 -5.31310 -1.09301 0.11
H 4.20645 -5.95123 1.30460 0.10
H 6.14612 -7.22420 2.16155 0.10
H 7.97452 -7.87121 0.62762 0.10
H 7.84749 -7.25409 -1.77741 0.12
```